# 1
A cluster of 2 separate species, C3H5F5N3OP3 in total. Source: the Open Molecules 2025 dataset; level of theory: ωB97M-V/def2-TZVPD.

Geometry as ORCA input:
```
! RIJCOSX wB97M-V def2-TZVPD def2/J DEFGRID3
* xyz 0 1
C -2.7426 -0.0080 1.1403
C -2.0753 0.7241 2.0604
C -1.1901 0.3380 3.1721
N 0.7163 2.3512 -1.7285
N 2.4142 0.3022 -1.5896
N -0.0615 0.3691 -0.4558
O 0.1665 -0.6687 0.6469
F 2.6901 -1.2197 0.4460
F -2.0847 2.0224 1.9376
F -0.8990 -0.9645 3.2944
F -0.1377 1.1800 3.0329
F -1.5739 0.5179 4.5666
P 1.9784 1.7684 -2.3722
P 0.1953 2.0979 -0.0210
P 1.4622 -0.6579 -0.5670
H -3.3953 0.6142 0.4095
H -2.9565 -1.0702 1.2811
H 3.1037 -0.0458 -2.2714
H 1.5493 2.1665 0.2604
H 1.2012 -1.6638 -1.3371
*
```

Summary:
Gap between HOMO and LUMO: 8.95 eV
HOMO level: -9.448 eV
SMILES string: F[PH]12NP=NPN1O2.C=C(F)C(F)(F)F

***

# 2
A cluster of 2 separate species, C10H22ClFN6O4PS in total. Source: the Open Molecules 2025 dataset; level of theory: ωB97M-V/def2-TZVPD.

Geometry as ORCA input:
```
! RIJCOSX wB97M-V def2-TZVPD def2/J DEFGRID3
* xyz 1 1
N -0.3362 -3.1368 3.4426
C -0.3301 -1.7664 3.2943
N 0.7732 -1.0388 3.2842
C 0.3724 0.2271 3.0981
N 1.1796 1.2681 3.0112
P 2.9607 1.1034 3.0756
O 3.0898 0.1630 1.7670
Cl 3.2342 2.9290 2.2252
N -0.9816 0.2970 2.9863
S -1.9383 1.6646 2.7226
N -1.4293 -1.0115 3.1235
C -2.8287 -1.3695 3.0755
C -3.5559 -0.8470 1.8461
O -4.6714 -0.4935 1.8055
F -2.7534 -0.9163 0.7535
H -0.9623 -3.6365 2.8267
H -0.4057 -3.4600 4.3989
H 0.7766 2.1874 2.8819
H 3.6466 -0.6100 1.9406
H -2.2054 1.9150 4.0187
H -2.8590 -2.4606 3.0209
H -3.3703 -1.0726 3.9746
C 1.8768 0.5296 -5.1734
O 0.7507 -0.1940 -4.7168
C 1.0481 -1.3027 -3.8834
C 0.5726 -1.0591 -2.4678
N 1.3536 -0.0155 -1.8176
C 0.8342 0.4347 -0.5373
C -0.5508 1.0734 -0.4924
O -0.6336 2.3390 -1.0985
C -0.8635 2.3368 -2.4991
H 1.5223 1.2361 -5.9210
H 2.3695 1.0891 -4.3698
H 2.6128 -0.1327 -5.6377
H 2.1198 -1.5223 -3.9006
H 0.5175 -2.1705 -4.2842
H 0.6782 -1.9870 -1.8954
H -0.4991 -0.8211 -2.5209
H 1.4275 0.7782 -2.4416
H 1.5441 1.1600 -0.1353
H 0.8347 -0.4222 0.1499
H -0.7901 1.2440 0.5667
H -1.3302 0.4071 -0.8854
H -1.4866 1.4909 -2.8010
H 0.0694 2.3114 -3.0675
H -1.3835 3.2615 -2.7434
*
```

Summary:
Gap between HOMO and LUMO: 7.67 eV
HOMO level: -10.924 eV

***

# 3
A structure of composition C20H21F3IrN4OSSi. Source: the Open Molecules 2025 dataset; level of theory: ωB97M-V/def2-TZVPD.

Geometry as ORCA input:
```
! RIJCOSX wB97M-V def2-TZVPD def2/J DEFGRID3
* xyz 1 1
Ir -0.3539 0.2338 -0.9650
C 4.7723 -2.2368 -1.0457
C 5.0275 -0.9214 -1.4216
C 4.0163 0.0183 -1.4121
C 2.7315 -0.3700 -1.0321
C 2.4704 -1.6788 -0.6548
C 3.4959 -2.6109 -0.6578
N 1.6696 0.5959 -0.9913
N 2.0642 1.7821 -0.9453
C 1.0484 2.7386 -0.9515
C 1.3851 4.0788 -0.9208
C 0.3613 5.0109 -0.9632
C -0.9491 4.5641 -1.0454
C -1.2002 3.2034 -1.0676
N -0.2185 2.3052 -1.0145
H 5.5713 -2.9657 -1.0570
H 6.0228 -0.6282 -1.7260
H 4.2145 1.0370 -1.7086
H 1.4888 -1.9646 -0.3134
H 3.2916 -3.6282 -0.3535
H 2.4273 4.3575 -0.8682
H 0.5820 6.0689 -0.9400
H -1.7781 5.2552 -1.0897
H -2.2084 2.8197 -1.1394
F -4.7326 -4.2735 -1.5091
C -3.5053 -3.7455 -1.5165
F -2.7507 -4.4430 -0.6552
F -2.9864 -3.9186 -2.7395
C -3.5360 -2.2852 -1.1442
C -4.6988 -1.6538 -0.7277
C -4.6651 -0.3200 -0.3472
C -3.4660 0.3629 -0.4127
N -2.3657 -0.2367 -0.8571
C -2.3720 -1.5375 -1.1859
S -0.7030 -1.9671 -1.5477
H -5.6238 -2.2126 -0.6855
H -5.5521 0.1823 0.0080
H -3.3757 1.3876 -0.0786
C -0.0203 -1.8802 2.3205
Si 0.1403 -0.0237 2.2671
C -0.8146 0.7580 3.6635
C 1.9389 0.4713 2.3601
O -0.6270 0.6211 0.9286
H 0.3154 -2.2456 3.2949
H 0.5855 -2.3911 1.5708
H -1.0578 -2.1964 2.1913
H -0.4200 0.4378 4.6306
H -1.8676 0.4730 3.6248
H -0.7514 1.8467 3.6248
H 2.3610 0.1549 3.3178
H 2.0581 1.5561 2.2996
H 2.5601 0.0141 1.5889
*
```

Summary:
Gap between HOMO and LUMO: 6.66 eV
HOMO level: -11.577 eV

***

# 4
A cluster of 2 separate species, C8H15N2O in total. Source: the Open Molecules 2025 dataset; level of theory: ωB97M-V/def2-TZVPD.

Geometry as ORCA input:
```
! RIJCOSX wB97M-V def2-TZVPD def2/J DEFGRID3
* xyz 1 1
C 2.4242 1.4539 -1.7418
C 1.1420 0.8889 -1.6420
C 2.8915 1.4371 -0.4294
C 0.9629 0.5687 -0.3802
C -2.3520 0.4374 -0.7787
C 2.1789 0.7484 1.8029
C -0.2230 -2.5775 0.2293
C -1.3636 -0.2713 0.1698
N 1.9028 1.0022 0.4387
N -1.1897 -1.6632 -0.4277
O -1.6186 -0.2092 1.5538
H 2.9164 1.4943 -2.6883
H 0.2586 0.9139 -2.2210
H 3.8045 1.8163 -0.1585
H -1.9174 0.4173 -1.7467
H -2.2745 1.5530 -0.4726
H -3.3275 0.1941 -1.0151
H 2.9631 1.3098 2.1891
H 1.1924 1.1140 2.2015
H 2.3489 -0.3365 2.0178
H -0.3841 -2.4963 1.2758
H -0.2534 -3.5393 -0.1686
H 0.8829 -2.1935 0.1139
H -1.0130 -1.6716 -1.4546
H -2.1970 -2.0330 -0.2495
H -1.7727 0.7200 1.5057
*
```

Summary:
Gap between HOMO and LUMO (alpha / beta): 7.69 / 7.64 eV
HOMO level (alpha / beta): -11.747 / -11.656 eV

***

# 5
A cluster of 2 separate species, C6H12O in total. Source: the Open Molecules 2025 dataset; level of theory: ωB97M-V/def2-TZVPD.

Geometry as ORCA input:
```
! RIJCOSX wB97M-V def2-TZVPD def2/J DEFGRID3
* xyz 0 1
C -2.5709 -0.2564 0.1211
C -1.3694 -0.3688 -0.4399
C -0.1117 0.2375 0.1473
C 1.2345 -0.2993 -0.3917
C 2.4401 0.3229 0.3219
C -0.2461 1.6985 -0.2299
O 0.0417 2.6321 0.4757
H -1.3523 -2.0956 0.4859
H -2.6926 0.1649 1.1182
H -3.4567 -0.6662 -0.3542
H -0.7097 -2.4638 0.3746
H -1.2580 -0.8775 -1.3995
H -0.1056 0.1659 1.2434
H 1.3006 -0.0949 -1.4698
H 1.2683 -1.3903 -0.2821
H 3.3801 -0.0181 -0.1255
H 2.4587 0.0475 1.3829
H 2.4211 1.4166 0.2700
H -0.6721 1.8450 -1.2485
*
```

Summary:
Gap between HOMO and LUMO: 10.62 eV
HOMO level: -9.538 eV
SMILES string: C=C[C@H](C=O)CC.[H][H]

***

# 6
The molecule C5H6O. Source: the Open Molecules 2025 dataset; level of theory: ωB97M-V/def2-TZVPD.

Geometry as ORCA input:
```
! RIJCOSX wB97M-V def2-TZVPD def2/J DEFGRID3
* xyz 0 1
C -1.1124 0.4638 0.1913
C -0.9765 -1.0712 -0.0639
C 0.4744 -1.3131 0.0219
C 1.3769 -0.5177 0.1704
C 2.1265 0.6907 0.3096
O 1.5865 1.7793 0.3752
H -1.5455 0.6278 1.1770
H -0.1770 1.0654 0.2267
H -1.7013 0.9136 -0.6056
H -1.3585 -1.3656 -1.0465
H -1.5349 -1.6780 0.6563
H 3.2077 0.5676 0.3461
*
```

Summary:
Gap between HOMO and LUMO: 9.99 eV
HOMO level: -9.931 eV
SMILES string: CCC#CC=O